No. 1
22
Properties=species:S:1:pos:R:3:forces:R:3 method="wB97M-V/def2-TZVPD" smiles="C=C[C@H]1[C@H](C)C1(C)C" homo_energy_ev=-8.40 max_force_ev_per_a=4.8 total_charge=0
C 3.06656 0.25535 0.26363 0.1 -0.3 -0.8
C 1.89897 -0.07242 -0.36163 4.3 0.3 0.7
C 0.65476 0.37257 0.19020 -1.6 1.4 0.1
C -0.60004 0.78732 -0.75383 2.2 -0.7 -1.4
C -1.47247 1.85115 -0.19820 1.3 0.0 -2.6
C -0.52094 -0.49876 -0.01708 -1.4 -2.1 0.9
C -0.15643 -1.80154 -0.74216 0.2 1.8 -0.6
C -1.62324 -0.74147 1.06601 3.3 1.5 2.1
H 4.08418 0.03504 -0.08999 -0.7 -0.5 -0.4
H 3.19503 0.81289 1.17708 -0.8 0.4 0.3
H 2.07523 -0.74691 -1.21274 -0.7 0.7 0.3
H 0.81286 0.98427 1.11282 -0.6 -0.6 -0.8
H -0.39700 0.74620 -1.88044 -0.3 0.2 1.7
H -1.53147 1.68756 0.77207 -0.8 -1.0 4.6
H -2.42715 1.93379 -0.59566 -1.9 -0.2 -0.9
H -1.07223 2.81340 -0.17970 1.1 1.8 -0.8
H 0.47203 -1.55721 -1.63284 -0.4 -0.8 0.9
H -1.03972 -2.22633 -1.10119 -1.6 -0.8 -0.7
H 0.24610 -2.50141 -0.02930 0.7 -0.2 0.0
H -1.74977 -1.72376 1.49535 0.2 -0.5 -0.4
H -2.50565 -0.33929 0.74838 -2.7 0.5 -1.2
H -1.40964 -0.07043 1.96923 0.0 -0.9 -0.9


No. 2
70
Properties=species:S:1:pos:R:3:forces:R:3 method="wB97M-V/def2-TZVPD" homo_energy_ev=-12.02 max_force_ev_per_a=0.4 total_charge=+1
V -0.12597 0.31231 -0.58250 0.2 0.0 -0.3
N -1.72522 -0.23012 -1.96593 0.0 0.0 0.0
C -1.23299 -0.67544 -3.27622 0.0 0.0 0.0
C 0.27600 -0.75087 -3.22026 0.0 0.0 0.2
O 1.00211 -1.02852 -4.11595 0.0 -0.1 0.0
O 0.72089 -0.44531 -1.96998 -0.1 0.1 0.0
H -2.15499 -0.98439 -1.42893 0.0 0.0 0.0
H -2.40756 0.51284 -2.06978 0.0 0.0 0.0
H -1.50378 0.04236 -4.04898 0.0 0.0 0.0
H -1.62773 -1.65043 -3.55973 0.0 0.0 0.0
C -3.25781 -2.45367 0.54738 0.0 0.0 0.0
O -1.98301 -1.83434 0.34111 0.0 0.0 0.0
Si -0.95638 -1.60368 1.65078 0.0 0.0 0.0
C -1.83409 -0.58652 2.93868 0.0 0.0 0.0
C -0.60971 -3.29222 2.37161 0.0 0.0 0.0
C 0.55049 -0.69689 0.85851 0.0 0.0 0.0
Si 1.37624 0.43064 2.26826 0.0 0.0 0.0
C 1.52824 -0.63360 3.81295 0.0 0.0 0.0
C 0.40500 1.98200 2.69755 0.0 0.0 0.0
C 3.10245 0.97072 1.80014 0.0 0.0 0.0
Si 1.91618 -1.97691 0.18717 0.0 0.0 0.0
C 3.24252 -1.18011 -0.87248 0.0 0.0 0.0
C 1.04237 -3.32909 -0.76903 0.0 0.0 0.0
C 2.86340 -2.71588 1.62574 0.0 0.0 0.0
H -3.16346 -3.36496 1.14114 0.0 0.0 0.0
H -3.67170 -2.72582 -0.42294 0.0 0.0 0.0
H -3.94544 -1.76916 1.04647 0.0 0.0 0.0
H -2.73847 -1.13360 3.22257 0.0 0.0 0.0
H -2.13388 0.40029 2.59672 0.0 0.0 0.0
H -1.24328 -0.47323 3.84855 0.0 0.0 0.0
H -1.31240 -3.46214 3.19126 0.0 0.0 0.0
H 0.38844 -3.42517 2.77826 0.0 0.0 0.0
H -0.76413 -4.07950 1.63273 0.0 0.0 0.0
H 0.81727 -1.45293 3.90758 0.0 0.0 0.0
H 1.38611 0.01560 4.68022 0.0 0.0 0.0
H 2.52752 -1.06117 3.88316 0.0 0.0 0.0
H 0.13454 1.95887 3.75447 0.0 0.0 0.0
H -0.50843 2.13224 2.13085 0.0 0.0 0.0
H 1.04099 2.85828 2.54988 0.0 0.0 0.0
H 3.78981 0.14871 1.60480 0.0 0.0 0.0
H 3.48462 1.51148 2.67189 0.0 0.0 0.0
H 3.14332 1.66267 0.95883 0.0 0.0 0.0
H 3.04487 -1.27106 -1.93828 0.0 0.0 0.0
H 4.18204 -1.69532 -0.65555 0.0 0.0 0.0
H 3.40373 -0.12535 -0.64813 0.0 0.0 0.0
H 0.92512 -3.05753 -1.81856 0.0 0.0 0.0
H 0.06164 -3.59073 -0.37423 0.0 0.0 0.0
H 1.65800 -4.23152 -0.74213 0.0 0.0 0.0
H 3.58365 -2.00568 2.03318 0.0 0.0 0.0
H 3.44477 -3.53389 1.18860 0.0 0.0 0.0
H 2.29356 -3.12864 2.45232 0.0 0.0 0.0
C 0.90700 2.03850 -0.79042 0.0 0.0 0.0
C 0.21537 2.65121 -1.95455 0.0 0.0 0.0
C 0.59310 2.32591 -3.26094 0.0 0.0 0.0
C -0.07472 2.87829 -4.34390 0.0 0.0 0.0
C -1.12604 3.76073 -4.13670 0.0 0.0 0.0
C -1.49289 4.11789 -2.84338 0.0 0.0 0.0
C -0.82352 3.56974 -1.76323 0.0 0.0 0.0
H 0.82694 2.60155 0.13675 0.0 0.0 0.0
H 1.92721 1.71284 -0.99079 0.0 0.0 0.0
H 1.42911 1.65761 -3.42854 0.0 0.0 0.0
H 0.23635 2.62685 -5.34933 0.0 0.0 0.0
H -1.64753 4.18807 -4.98278 0.0 0.0 0.0
H -2.29013 4.82889 -2.67201 0.0 0.0 0.0
H -1.08837 3.88179 -0.75931 0.0 0.0 0.0
N -1.57933 1.25282 0.22490 0.0 0.0 0.2
C -2.59260 1.86004 0.07534 -0.1 -0.1 0.0
N -3.70894 2.37244 -0.06406 0.1 0.0 0.0
C -3.94891 3.65030 -0.35877 0.0 0.0 0.0
N -4.19759 4.74092 -0.63205 0.0 0.0 0.0


No. 3
16
Properties=species:S:1:pos:R:3:forces:R:3 method="wB97M-V/def2-TZVPD" homo_energy_ev=-12.63 max_force_ev_per_a=4.0 total_charge=+1
C -1.14190 -0.83923 0.30912 -0.2 -0.9 -0.6
C -0.59794 0.08444 -0.54012 -0.7 2.3 -1.0
C -2.44938 -1.52630 -0.04327 1.5 -1.6 0.2
C -0.64602 -1.74872 1.20297 -1.2 0.0 0.5
N 1.40018 0.20928 1.35598 0.7 -0.1 -3.9
N 1.19042 1.72918 -0.99842 1.5 -1.8 -0.5
N 0.55648 0.69232 -0.40915 2.3 0.1 3.2
S -1.95945 -2.78406 1.23160 -0.7 -0.6 -0.1
H -1.40513 0.37083 -1.30313 1.9 0.1 0.4
H -3.35729 -1.07942 0.26576 -0.9 0.6 -0.2
H -2.41552 -2.04526 -1.02179 -0.4 0.6 0.4
H 0.17009 -1.85609 1.84462 1.4 0.1 0.4
H 1.05706 0.87724 2.02647 -0.3 1.0 -0.1
H 2.36851 0.51464 1.00921 -1.8 -0.4 0.9
H 0.81850 2.64369 -1.03046 -0.9 0.8 0.5
H 2.25145 1.70890 -0.97611 -2.1 -0.4 -0.2


No. 4
9
Properties=species:S:1:pos:R:3:forces:R:3 method="wB97M-V/def2-TZVPD" homo_energy_ev=-3.59 max_force_ev_per_a=3.7 total_charge=-1
C 0.51980 -0.15910 -0.11599 -1.0 -0.2 -0.1
C -0.80293 0.56533 -0.28489 -1.4 -3.4 -0.5
O -3.45527 1.14070 0.04216 0.4 -0.5 0.3
O -2.97830 -1.39778 -0.36416 1.0 1.3 0.7
F 1.74384 0.26803 -0.79146 -1.0 0.6 -0.5
P -2.49242 0.00736 -0.09863 1.8 0.3 -1.8
H 0.37897 -1.15942 -0.52180 0.2 -0.4 0.8
H 0.86795 -0.03353 0.90137 0.1 -0.7 0.4
H -0.77879 1.56598 -0.12597 -0.1 3.0 0.7


No. 5
7
Properties=species:S:1:pos:R:3:forces:R:3 method="wB97M-V/def2-TZVPD" homo_energy_ev=-10.14 max_force_ev_per_a=3.9 total_charge=0
C -1.08285 -0.83566 -1.59668 1.3 0.8 1.6
C -0.10052 -0.39861 -0.65762 0.1 -1.0 0.2
N -1.90934 -1.27465 -2.21528 -2.6 -1.1 -2.2
O -0.67262 -0.62620 0.63679 3.5 1.7 0.5
I 1.48666 -1.93926 -1.03675 -0.1 0.8 0.3
H 0.25974 0.58494 -1.04403 0.1 -0.5 1.3
H 0.11045 -0.44310 1.29924 -2.4 -0.5 -1.7


No. 6
23
Properties=species:S:1:pos:R:3:forces:R:3 method="wB97M-V/def2-TZVPD" smiles=CN[C@H](C)CCS.O homo_energy_ev=-8.36 max_force_ev_per_a=4.4 total_charge=0
C -1.73267 -1.89825 -1.34947 3.0 -1.3 -1.1
N -0.80720 -1.09191 -0.63327 1.5 0.5 2.2
C -0.02751 0.04155 -1.19115 0.3 1.3 1.3
C 0.87440 -0.24251 -2.33828 0.4 -0.9 -1.5
C 0.79228 0.53250 0.07067 -1.4 -1.7 -0.2
C 0.24253 1.80223 0.61363 -2.7 -1.5 2.8
S 1.04476 2.22522 2.23249 -0.3 0.1 -0.6
H -2.53053 -1.33226 -1.71404 -1.1 0.7 -1.1
H -2.08666 -2.71426 -0.77433 -0.7 -0.4 1.3
H -1.07962 -2.47517 -2.04890 -1.3 0.4 -1.0
H -0.12975 -1.71195 -0.10944 -1.2 1.0 -0.9
H -0.64056 0.93384 -1.48520 -0.3 -1.1 0.3
H 0.31215 -0.83810 -3.09183 0.4 0.8 -0.1
H 1.65613 -0.92201 -2.04815 0.5 -0.4 0.4
H 1.42183 0.63978 -2.75663 -0.9 -0.6 0.2
H 1.83983 0.66018 0.05742 1.4 0.1 -1.2
H 0.68190 -0.37295 0.68650 0.0 1.0 0.8
H -0.90087 1.72960 0.76434 1.8 0.0 0.0
H 0.38517 2.55796 -0.06718 0.6 1.9 -1.5
H 1.24262 3.52365 1.96468 0.0 -0.1 0.1
O -0.39125 -0.33267 4.00587 3.5 0.7 2.6
H 0.57991 -0.00610 4.36376 -3.7 -1.1 -1.6
H -0.74691 -0.70837 4.84851 0.2 0.4 -1.1


| no. | M (g/mol) | E_tot (a.u.) | orbital gap (eV) |
| --- | --- | --- | --- |
| 1 | 110.2 | -313.1153 | 9.463 |
| 2 | 529.8 | -3080.1200 | 7.160 |
| 3 | 130.2 | -719.2158 | 7.264 |
| 4 | 109.0 | -669.7719 | 7.775 |
| 5 | 182.9 | -505.0481 | 9.545 |
| 6 | 137.2 | -727.6079 | 9.077 |